(1)
# C39H64Br2Cl14F3N5O

A 7-piece molecular cluster, C39H64Br2Cl14F3N5O overall at a distorted geometry (ωB97M-V/def2-TZVPD, the OMol25 dataset).

The geometry in XYZ format:
```
128
C39H64Br2Cl14F3N5O (ωB97M-V/def2-TZVPD)
C -4.4973 7.3874 -0.5582
O -3.5111 6.3429 -0.6294
C -4.1590 5.1103 -0.9087
C -3.1798 4.2336 -1.7201
C -3.3909 4.4377 -3.2417
C -4.1170 3.1705 -3.8092
C -3.2107 2.3202 -4.7045
C -2.0454 1.6526 -3.9123
C -2.5336 0.2554 -3.4674
C -1.6127 -0.2147 -2.3575
C -0.5864 -1.1406 -2.6731
N 0.2540 -1.5715 -1.7830
C 0.0830 -1.0598 -0.5401
C 0.9855 -1.4510 0.4756
C 2.0972 -2.4034 0.0976
C 3.3116 -2.2975 1.0283
C 4.4990 -3.0603 0.3818
F 4.1048 -3.8545 -0.6392
Br 5.3732 -4.2473 1.6835
C 5.6002 -2.1244 -0.1870
F 6.3882 -1.6735 0.7858
F 6.3736 -2.8297 -1.0185
Br 4.9126 -0.6220 -1.2036
C 0.8515 -0.9653 1.7024
C -0.1761 -0.0476 1.9933
C -0.3241 0.5607 3.3588
C 0.7941 1.6045 3.6144
C 1.1330 2.5301 2.4380
C 0.0158 3.5031 2.0107
N 0.5685 4.8878 1.9998
C 1.0106 5.3240 0.7126
N 0.2363 5.7169 -0.2110
N 2.4167 5.3665 0.4501
C -1.0321 0.3065 1.0461
C -0.9386 -0.1794 -0.2651
N -1.8359 0.2708 -1.1753
H -4.0736 8.2010 0.0220
H -5.3557 6.9857 -0.0084
H -4.7541 7.6666 -1.5828
H -4.4700 4.6043 0.0166
H -5.0438 5.2908 -1.5320
H -3.3348 3.1952 -1.4203
H -2.1666 4.5584 -1.3941
H -2.4159 4.5134 -3.7154
H -3.9598 5.3406 -3.4687
H -4.9869 3.5026 -4.3848
H -4.4864 2.5226 -3.0097
H -2.7815 2.8666 -5.5422
H -3.8169 1.4925 -5.0912
H -1.1774 1.5292 -4.5629
H -1.7402 2.2516 -3.0543
H -3.5178 0.4008 -3.0137
H -2.5631 -0.4513 -4.2883
H -0.4573 -1.5013 -3.7004
H 1.7448 -3.4240 -0.0427
H 2.4200 -2.0720 -0.8906
H 3.1125 -2.8308 1.9565
H 3.6303 -1.2705 1.1943
H 1.5232 -1.2462 2.5055
H -0.1783 -0.2343 4.0988
H -1.3322 0.9544 3.4954
H 1.7080 1.0482 3.8407
H 0.5140 2.2444 4.4551
H 1.9558 3.1619 2.7775
H 1.4968 1.9970 1.5552
H -0.8548 3.4886 2.6709
H -0.3527 3.2989 0.9975
H -0.1027 5.5381 2.3832
H -0.7370 5.6736 0.0920
H 2.5676 6.1648 -0.1542
H 2.6911 4.5388 -0.0686
H -1.8117 1.0185 1.2843
Cl -1.5745 -2.5776 -5.5060
C -2.6565 -3.3814 -4.3353
C -3.2264 -4.6606 -4.8882
Cl -4.3810 -4.3628 -6.2150
H -3.4425 -2.6811 -4.0592
H -2.0592 -3.5954 -3.4480
H -3.7699 -5.1861 -4.1065
H -2.4441 -5.3166 -5.2633
Cl -3.4016 10.2040 -1.6756
C -2.2212 11.3885 -1.0636
C -1.9074 11.1693 0.3946
Cl -3.2952 11.5517 1.4461
H -2.6183 12.3848 -1.2427
H -1.3148 11.2693 -1.6555
H -1.0908 11.8234 0.6970
H -1.6128 10.1401 0.5876
Cl 7.1138 -5.6385 4.6024
C 7.8952 -7.1659 4.1193
C 6.9707 -8.0462 3.3177
Cl 5.6322 -8.6903 4.3064
H 8.2431 -7.6665 5.0201
H 8.7631 -6.9017 3.5169
H 7.5219 -8.9034 2.9331
H 6.5378 -7.5118 2.4750
Cl 8.8440 -13.4655 5.9554
C 7.5641 -12.4971 6.7309
C 7.5078 -11.0911 6.1914
Cl 8.9360 -10.1306 6.6614
H 7.7391 -12.5056 7.8041
H 6.6201 -13.0024 6.5325
H 6.6365 -10.5764 6.5917
H 7.4400 -11.0816 5.1068
Cl -2.6237 -1.6100 1.7733
C -3.8455 -2.7729 2.3644
C -4.2128 -2.5215 3.8044
Cl -2.8675 -2.8970 4.9131
H -3.4528 -3.7765 2.2251
H -4.7291 -2.6581 1.7350
H -5.0472 -3.1602 4.0916
H -4.5031 -1.4859 3.9658
Cl 0.4935 4.4871 -5.5511
C 1.3901 5.6801 -4.5861
C 1.4593 5.3188 -3.1226
Cl -0.1162 5.4403 -2.2889
H 0.9191 6.6493 -4.7325
H 2.3971 5.7215 -4.9993
H 2.1300 6.0144 -2.6193
H 1.8369 4.3094 -2.9737
Cl -2.2919 -5.1042 -1.6315
C -3.3382 -5.9386 -0.4553
C -3.8822 -7.2358 -0.9962
Cl -5.0572 -6.9737 -2.3106
H -4.1372 -5.2575 -0.1755
H -2.7287 -6.1351 0.4264
H -4.4053 -7.7723 -0.2059
H -3.0880 -7.8738 -1.3764
```

- 2S+1 = 1
- Kohn-Sham gap (eV) = 7.491

Results of the Löwdin charge analysis, in e, for atoms 1 through 99: C -0.13; O -0.21; C -0.25; C -0.19; C -0.18; C -0.20; C -0.20; C -0.17; C -0.15; C -0.26; C -0.08; N 0.16; C -0.18; C -0.15; C -0.14; C -0.20; C -0.80; F 0.00; Br 0.81; C -0.96; F 0.03; F 0.04; Br 0.87; C 0.01; C -0.32; C -0.14; C -0.18; C -0.19; C -0.19; N -0.01; C -0.50; N -0.10; N 0.09; C -0.17; C -0.25; N 0.22; H 0.04; H 0.09; H 0.07; H 0.12; H 0.11; H 0.10; H 0.03; H 0.06; H 0.11; H 0.10; H 0.10; H 0.10; H 0.10; H 0.11; H 0.10; H 0.12; H 0.06; H 0.05; H 0.13; H 0.08; H 0.09; H 0.10; H 0.13; H 0.11; H 0.11; H 0.11; H 0.11; H 0.11; H 0.11; H 0.12; H 0.10; H 0.10; H 0.05; H 0.06; H 0.07; H 0.12; Cl 0.61; C -0.67; C -0.68; Cl 0.54; H 0.08; H -0.02; H 0.00; H 0.07; Cl 0.59; C -0.65; C -0.66; Cl 0.54; H 0.07; H 0.07; H 0.07; H 0.07; Cl 0.53; C -0.66; C -0.65; Cl 0.55; H 0.04; H 0.08; H 0.07; H 0.06; Cl 0.54; C -0.66; C -0.69



(2)
# H4N4

H4N4 in the gas phase at a distorted geometry (ωB97M-V/def2-TZVPD, the OMol25 dataset).

The geometry in XYZ format:
```
8
H4N4 (ωB97M-V/def2-TZVPD)
N -0.8066 1.2026 -0.0546
N -0.7350 -1.1261 -0.0699
N 1.0325 0.2198 0.0035
N -0.2708 0.0110 -0.1267
H -1.9820 1.0537 -0.0963
H -0.1983 -1.8493 0.3973
H 1.3472 1.1570 -0.0531
H 1.6130 -0.6686 -0.0002
```

- 2S+1 = 3
- relative energy (zero: lowest compared OMol25 entry of this formula, charge and spin) (eV) = 2.3491
- Kohn-Sham gap (alpha / beta) (eV) = 6.930 / 7.748
- ⟨S²⟩ = 2.01

Charge distribution, Löwdin scheme, values in e: N 0.11; N 0.09; N 0.03; N -0.58; H 0.14; H 0.03; H 0.06; H 0.12



(3)
# C45H30CaI2N9O3S

C45H30CaI2N9O3S as an isolated structure at a distorted geometry (ωB97M-V/def2-TZVPD, the OMol25 dataset).

The geometry in XYZ format:
```
91
C45H30CaI2N9O3S (ωB97M-V/def2-TZVPD)
Ca 0.4709 0.2833 0.7223
O -6.1343 0.4571 3.6128
C -5.6971 1.2178 2.7345
O -6.2512 2.0582 2.0050
C -4.1492 1.1052 2.5056
C -3.4232 0.0690 3.0621
C -2.0623 -0.0411 2.7910
N -1.3952 0.8782 2.0817
C -2.0937 1.9083 1.5864
C -3.4703 2.0280 1.7314
C -1.3464 2.9286 0.8223
C -1.7861 4.2540 0.7961
C -1.0763 5.1887 0.0665
C 0.0457 4.7758 -0.6373
C 0.4135 3.4434 -0.5636
N -0.2538 2.5388 0.1542
C -1.3248 -1.2072 3.3351
C -1.8975 -2.4799 3.2510
C -1.2213 -3.5499 3.8009
C -0.0142 -3.3167 4.4492
C 0.4658 -2.0196 4.4890
N -0.1581 -0.9849 3.9325
H -3.9383 -0.6350 3.7015
H -4.0362 2.8082 1.2412
H -2.6611 4.5394 1.3620
H -1.3939 6.2237 0.0500
H 0.6365 5.4689 -1.2200
H 1.2893 3.0823 -1.0918
H -2.8355 -2.6089 2.7318
H -1.6272 -4.5502 3.7232
H 0.5427 -4.1258 4.9035
H 1.3972 -1.7882 4.9989
I 3.2496 1.1650 -0.8758
C 4.4841 -0.3391 2.2452
C 5.6604 0.3971 2.3943
C 5.5677 1.7498 2.5949
I 7.3736 2.8246 2.8008
C 4.3244 2.4219 2.6625
C 4.1517 3.8159 2.7865
C 2.8931 4.3492 2.8055
C 1.7816 3.4922 2.7083
N 1.8886 2.1973 2.5683
C 3.1290 1.6570 2.5404
C 3.2688 0.2756 2.3138
O 2.2155 -0.5440 2.0945
H 6.6283 -0.0800 2.3209
H 5.0196 4.4584 2.8437
H 2.7450 5.4174 2.8852
H 0.7711 3.8890 2.7458
S -1.9877 -1.1493 -0.1327
C -1.0786 -2.4370 -0.8622
N -1.5646 -3.2582 -1.7866
N -2.8051 -3.0406 -2.1457
C -3.4426 -3.7337 -3.1518
C -4.7725 -3.4101 -3.4407
C -5.4448 -4.0765 -4.4476
C -4.8088 -5.0694 -5.1825
C -3.4895 -5.3924 -4.8934
C -2.8031 -4.7361 -3.8871
N 0.2191 -2.7450 -0.5923
N 0.8181 -2.0596 0.2875
C 2.1836 -2.2397 0.3845
C 2.7266 -1.8661 1.7428
C 4.2697 -1.7999 1.8820
C 5.0357 -2.2111 0.6549
C 4.4385 -2.5523 -0.4869
C 3.0000 -2.5590 -0.6366
H -3.2661 -2.2460 -1.6867
H -5.2670 -2.6346 -2.8673
H -6.4740 -3.8207 -4.6648
H -5.3357 -5.5918 -5.9708
H -2.9852 -6.1650 -5.4608
H -1.7762 -4.9748 -3.6474
H 2.3019 -2.5567 2.4700
H 4.5933 -2.4330 2.7143
H 6.1162 -2.1948 0.7373
H 5.0352 -2.8138 -1.3519
H 2.5628 -2.7514 -1.6066
N 0.2965 -0.0382 -1.6764
C 0.2687 0.5593 -2.6551
C 0.2703 1.4020 -3.8042
C 1.3197 1.3604 -4.7192
C 1.3328 2.2631 -5.7684
C 0.3158 3.1986 -5.9002
C -0.7310 3.2335 -4.9888
C -0.7601 2.3348 -3.9374
H 2.1191 0.6451 -4.5859
H 2.1480 2.2463 -6.4796
H 0.3388 3.9087 -6.7171
H -1.5229 3.9635 -5.0922
H -1.5616 2.3444 -3.2100
```

- 2S+1 = 1
- relative energy (zero: lowest compared OMol25 entry of this formula, charge and spin) (eV) = 1.7257
- total charge = -1
- Kohn-Sham gap (alpha / beta) (eV) = 5.908 / 5.907

Charge distribution, Löwdin scheme, values in e: Ca 1.07; O -0.04; C -0.69; O -0.05; C -0.07; C 0.05; C -0.28; N 0.01; C -0.24; C 0.05; C -0.22; C -0.01; C -0.06; C -0.06; C -0.18; N 0.02; C -0.25; C -0.02; C -0.06; C -0.08; C -0.16; N 0.13; H 0.12; H 0.12; H 0.12; H 0.11; H 0.10; H -0.01; H 0.11; H 0.11; H 0.10; H 0.11; I 0.18; C -0.13; C -0.10; C -0.63; I 0.87; C -0.22; C -0.05; C -0.04; C -0.12; N 0.13; C -0.21; C -0.28; O -0.15; H 0.10; H 0.06; H 0.10; H 0.11; S 0.61; C -0.82; N 0.06; N -0.03; C -0.24; C -0.03; C -0.10; C -0.12; C -0.10; C -0.03; N 0.04; N -0.08; C -0.26; C -0.15; C -0.14; C -0.05; C -0.10; C -0.04; H 0.05; H 0.11; H 0.10; H 0.09; H 0.10; H 0.10; H 0.14; H 0.15; H 0.11; H 0.10; H 0.11; N 0.06; C -0.17; C -0.21; C -0.02; C -0.07; C -0.08; C -0.07; C -0.02; H 0.12; H 0.10; H 0.10; H 0.10; H 0.12